No. 1
ORCA calculation (wB97M-V/def2-TZVPD) on 6 unconnected molecules or ions with the total composition C25H63ClN5O9 at a distorted geometry.

Summary:
- Relative energy (zero: lowest compared OMol25 entry of this formula, charge and spin): 134.2 kJ/mol
- Net charge: -1
- Gap between HOMO and LUMO: 8.553 eV
- Electronic energy: -65337.6151 eV

Last column: Mulliken charge in e.
Positions of all 103 atoms, in Å:
1 Cl 0.55967 0.02009 -1.15749  1.64
2 O 1.86877 0.54714 -1.42422  -0.56
3 O -0.03508 0.66410 -0.04345  -0.70
4 O -0.19026 0.10794 -2.35930  -0.75
5 O 0.75934 -1.38153 -0.86614  -0.67
6 C -1.47226 -3.50867 -2.92035  -1.31
7 C -2.55121 -3.91812 -1.84990  1.15
8 C -2.94515 -5.34277 -1.96793  -0.98
9 O -1.76054 -6.10760 -1.99274  -0.25
10 C -2.08118 -7.48133 -1.87621  -0.84
11 N -2.17736 -3.53280 -0.51908  -0.76
12 H -1.52122 -2.42041 -2.95754  0.29
13 H -1.78630 -3.74133 -3.93788  0.41
14 H -0.45748 -3.87193 -2.75799  0.30
15 H -3.43252 -3.32370 -2.09087  -0.14
16 H -3.44889 -5.51119 -2.91977  0.36
17 H -3.65541 -5.64912 -1.19996  0.40
18 H -2.72298 -7.75303 -1.03813  0.33
19 H -1.12769 -7.96325 -1.66008  0.25
20 H -2.62534 -7.80971 -2.76173  0.31
21 H -1.80928 -2.59680 -0.61133  0.12
22 H -3.00807 -3.40451 0.04088  0.35
23 C 3.61484 3.42716 1.30368  -1.06
24 C 4.15404 1.96450 1.43150  0.14
25 C 3.08844 1.01654 1.99049  0.99
26 O 3.57583 -0.33018 2.04495  -0.50
27 C 2.53677 -1.24668 2.54562  -0.43
28 N 4.49409 1.52666 0.04688  -0.62
29 H 3.20422 3.46835 0.29483  0.33
30 H 4.41546 4.16365 1.37224  0.34
31 H 2.89253 3.74282 2.05649  0.06
32 H 5.10942 1.96784 1.95624  0.43
33 H 2.14445 1.15301 1.46289  -0.30
34 H 2.96307 1.27211 3.04266  -0.35
35 H 2.41131 -1.14296 3.62340  0.26
36 H 2.84893 -2.27811 2.38185  0.25
37 H 1.60994 -1.07275 1.99896  0.08
38 H 3.65399 1.57302 -0.51185  0.15
39 H 5.11220 2.22736 -0.33661  0.25
40 C 3.72363 -0.57266 -3.97468  -1.22
41 C 3.87142 -2.08383 -3.64768  0.62
42 C 5.35716 -2.57289 -3.71430  -0.71
43 O 5.70499 -2.39593 -5.03055  -0.27
44 C 7.02841 -2.48106 -5.36036  -0.81
45 N 3.46762 -2.26040 -2.22906  -0.51
46 H 4.32829 0.12214 -3.39181  0.26
47 H 2.69221 -0.31762 -3.73131  0.22
48 H 3.94785 -0.30665 -5.00767  0.36
49 H 3.21534 -2.64869 -4.30994  0.22
50 H 5.39498 -3.62456 -3.43029  0.35
51 H 6.02364 -2.04412 -3.03290  0.35
52 H 6.98140 -2.59435 -6.44343  0.23
53 H 7.45602 -3.37334 -4.90311  0.32
54 H 7.57666 -1.64493 -4.92630  0.31
55 H 2.52506 -1.91395 -2.12106  -0.06
56 H 3.35050 -3.22933 -1.96916  0.27
57 C 2.39598 4.25289 6.91536  -1.53
58 C 2.09413 2.99950 6.19472  0.39
59 C 1.28580 3.21864 4.89697  -0.54
60 O 1.00219 1.91602 4.39757  -0.33
61 C 0.09056 2.06719 3.31467  -0.95
62 N 3.34545 2.27041 6.04250  -0.69
63 H 1.48108 4.84363 6.96090  0.38
64 H 3.17397 4.83666 6.42337  0.38
65 H 2.80854 4.02947 7.89922  0.37
66 H 1.45816 2.38639 6.83327  0.24
67 H 1.82740 3.85651 4.19848  0.10
68 H 0.39581 3.79351 5.15300  0.50
69 H 0.54278 2.66782 2.52546  0.33
70 H -0.77902 2.58894 3.71428  0.45
71 H -0.19050 1.09043 2.92093  0.36
72 H 3.16275 1.55942 5.34881  0.25
73 H 4.03544 2.93321 5.71891  0.31
74 C -4.10639 -0.13498 -2.44160  -2.12
75 C -4.21993 1.06394 -1.57471  2.23
76 C -5.60582 1.72417 -1.80642  -1.62
77 C -6.17232 2.61043 -0.65291  -0.75
78 C -5.94460 1.97850 0.76306  -1.17
79 C -4.52575 1.53376 0.95786  1.62
80 N -4.03607 0.64366 -0.15874  0.21
81 O -2.81396 -0.12241 0.07290  -0.15
82 C -3.57547 2.74116 1.21568  -1.44
83 C -4.49573 0.71672 2.25628  -2.05
84 C -3.20931 2.12759 -1.94085  -1.36
85 H -4.91113 -0.84899 -2.26642  0.49
86 H -3.13754 -0.63164 -2.38918  0.24
87 H -4.18413 0.10883 -3.50113  0.48
88 H -5.63305 2.35011 -2.69836  0.38
89 H -6.32418 0.95738 -2.09643  0.49
90 H -7.20533 2.89137 -0.85797  0.40
91 H -5.54334 3.49711 -0.73210  0.30
92 H -6.59919 1.10769 0.79937  0.39
93 H -6.17275 2.64678 1.59339  0.46
94 H -3.78167 3.18883 2.18788  0.55
95 H -2.56198 2.34215 1.17396  0.08
96 H -3.69418 3.52457 0.46716  0.27
97 H -5.08946 -0.18600 2.11243  0.46
98 H -3.55814 0.24049 2.54305  0.31
99 H -4.99747 1.28179 3.04180  0.45
100 H -3.58052 3.12527 -1.70644  0.37
101 H -2.94011 2.21471 -2.99348  0.44
102 H -2.29997 2.02819 -1.34813  -0.08
103 H -2.06488 0.45619 -0.08744  0.16

Cartesian forces, eV/Å:
3.022 -2.648 -1.459
0.288 1.191 0.363
-1.256 1.211 1.147
-1.676 0.747 -0.606
-0.692 -0.277 0.605
-1.096 0.489 0.445
-0.001 0.980 -1.459
0.476 -0.250 -0.705
-0.746 -0.983 0.934
0.692 0.357 0.182
0.772 0.096 0.560
0.665 0.187 0.347
-0.153 -0.658 0.036
-0.223 0.072 0.262
-0.429 -0.003 -0.633
-0.323 0.112 -0.344
0.148 -0.137 0.494
-0.227 0.502 0.406
-0.107 -0.416 -0.625
0.344 -0.392 -0.356
0.467 0.255 0.355
-0.186 -0.124 0.133
0.210 -0.468 0.371
-0.337 0.262 -1.846
1.502 -0.234 1.262
-1.312 -0.737 -0.097
1.105 0.876 -0.664
0.363 -0.033 0.772
-0.400 0.384 0.242
0.249 -0.092 -0.146
-0.286 -0.211 0.026
-0.266 -0.311 0.529
-0.069 -0.322 -0.289
-0.529 0.547 0.117
-0.186 0.365 0.150
0.251 0.189 -0.309
-0.118 -0.015 0.093
-0.305 -0.371 -0.208
0.252 0.078 -0.176
-0.213 -0.365 -0.018
1.225 0.785 1.962
-1.894 0.245 0.157
-1.025 0.248 -1.111
0.163 -0.697 0.273
-0.213 0.135 -0.532
0.233 -0.491 0.492
-0.072 0.188 -0.238
-0.208 -0.411 -0.192
0.319 -0.183 -0.412
0.073 -0.434 0.045
-0.174 0.457 0.191
0.944 0.399 -0.016
0.357 -0.433 -0.148
0.356 0.400 -0.541
-0.151 0.521 0.305
0.350 -0.414 -0.212
-0.037 0.944 0.412
-0.139 -0.641 -0.355
0.911 -0.726 1.270
-0.252 1.103 -0.222
0.064 -0.223 0.255
-0.554 -0.060 -0.073
0.149 0.303 0.404
-0.054 0.149 -0.332
-0.320 0.064 0.147
-0.231 -0.103 0.028
0.345 -0.182 -0.446
-0.545 -0.217 0.018
-0.031 0.005 -0.208
-0.372 -0.001 -0.280
0.114 0.057 0.065
0.535 -0.239 -0.237
0.288 -0.243 -0.403
0.240 -1.141 -1.251
0.015 1.180 0.667
-1.363 -0.549 0.747
1.585 -0.421 0.236
-0.710 -0.036 -2.047
2.646 -0.647 0.540
-1.366 -0.538 0.202
-2.132 1.063 0.033
-0.422 -0.309 -0.536
-0.669 -1.184 -0.357
0.988 1.063 0.078
0.088 -0.116 0.362
-0.009 -0.010 0.434
-0.157 0.453 -0.109
0.689 0.093 -0.114
-0.181 -0.403 0.476
0.017 -0.064 0.133
-0.304 0.477 0.291
-0.064 -0.141 0.321
-0.251 0.151 -0.162
0.120 -0.081 0.108
0.148 0.297 0.177
0.146 -0.029 -0.042
-0.488 -0.007 -0.200
0.402 0.905 0.045
0.430 0.045 0.249
-0.165 0.062 0.230
0.017 -0.529 -0.089
0.258 -0.128 -0.320
0.668 0.390 -0.059

=====

No. 2
ORCA calculation (wB97M-V/def2-TZVPD) on a molecular structure, C18H49F2N4O25S7 at a distorted geometry.

Summary:
- Relative energy (zero: lowest compared OMol25 entry of this formula, charge and spin): 4775.0 kJ/mol
- Net charge: -1
- Gap between HOMO and LUMO: 6.261 eV
- Electronic energy: -157825.3793 eV

Last column: Mulliken charge in e.
Positions of all 105 atoms, in Å:
1 N 19.44847 12.80429 11.43073  0.03
2 S 19.10119 12.17534 10.10189  1.30
3 O 18.20511 12.92263 9.16791  -0.25
4 O 19.00109 10.72604 10.21299  0.22
5 F 20.61631 12.32879 9.44481  -0.84
6 S 17.97712 12.63902 12.17199  1.24
7 O 17.95078 11.51156 13.11007  -0.93
8 O 16.73631 12.92218 11.42767  -0.91
9 F 18.07114 13.91662 13.19608  0.09
10 C 16.00201 13.37063 8.95978  -1.20
11 N 15.58717 12.50774 7.75359  1.18
12 O 16.27275 12.64049 6.80403  -0.64
13 O 14.61651 11.79046 7.84124  -0.74
14 H 16.61705 14.24381 8.74208  0.13
15 H 16.59854 12.70327 9.58178  0.56
16 H 15.16148 13.73662 9.54939  0.55
17 C 17.05247 9.09843 10.71248  -0.70
18 N 16.88001 9.63890 9.32402  0.97
19 O 16.58490 10.83504 9.22440  -0.52
20 O 17.01228 8.87341 8.40357  -0.64
21 H 17.38357 8.05995 10.70652  0.42
22 H 16.07296 9.23271 11.17143  0.31
23 H 17.83371 9.66480 11.21942  0.10
24 C 18.38418 15.31512 14.45981  -0.40
25 N 19.07537 16.34685 13.66903  1.02
26 O 18.80195 17.54237 13.95968  -0.68
27 O 19.88361 16.03548 12.76114  -0.42
28 H 18.82575 15.17543 15.44652  0.39
29 H 18.49136 14.37258 13.92293  -0.12
30 H 17.33972 15.61430 14.54735  0.53
31 O 21.81970 10.46994 9.87633  -0.90
32 S 22.44421 11.16018 10.96195  1.78
33 O 22.48153 10.58164 12.33280  -0.77
34 O 23.92268 11.83368 10.52658  -0.50
35 C 24.69567 12.36711 11.63304  -0.16
36 C 25.85770 11.39277 11.99884  -1.22
37 C 21.68937 12.82966 11.18920  -0.25
38 H 24.16899 12.56432 12.56676  0.17
39 H 25.07221 13.26387 11.14096  0.50
40 H 25.42488 10.39935 12.11679  0.27
41 H 26.43563 11.67082 12.88020  0.37
42 H 26.52957 11.41332 11.14079  0.31
43 H 20.61690 12.64867 11.26087  -1.14
44 H 21.86204 13.52575 10.36839  0.18
45 H 22.11881 13.23074 12.10725  0.97
46 O 18.22713 11.08284 8.21699  -0.22
47 S 19.28013 11.87617 7.52277  1.26
48 O 20.67965 11.62188 7.90094  -0.73
49 O 19.07185 11.57035 5.93688  -0.57
50 C 17.82572 11.74761 5.28142  0.20
51 C 17.81423 10.92401 3.97219  -1.62
52 C 18.97396 13.74713 7.64029  0.01
53 H 17.62685 12.80723 5.12094  0.25
54 H 16.97205 11.52017 5.91988  0.30
55 H 17.14759 11.39081 3.24709  0.43
56 H 17.52384 9.87941 4.08452  0.30
57 H 18.75963 10.94554 3.43012  0.35
58 H 19.95839 14.14482 7.39365  1.60
59 H 18.59132 13.94983 8.64058  -1.83
60 H 18.20341 14.08990 6.94974  0.20
61 O 19.94525 17.42354 10.13275  -0.68
62 S 19.01478 16.31587 9.70565  1.44
63 O 17.72078 16.54388 9.03420  -0.70
64 O 19.82708 15.24204 8.69325  -0.37
65 C 21.08621 14.81105 9.12192  0.06
66 C 21.75759 14.21455 7.89978  -2.14
67 C 18.78224 15.18940 11.19999  -1.76
68 H 21.03210 14.02620 9.87637  -0.12
69 H 21.64941 15.66067 9.50798  0.75
70 H 21.96639 14.99379 7.16678  0.28
71 H 21.28774 13.30647 7.52198  0.86
72 H 22.71570 13.77042 8.16975  0.49
73 H 18.36076 14.19435 11.05746  0.23
74 H 18.10007 15.70742 11.87409  1.09
75 H 19.77546 15.04472 11.62506  0.38
76 O 19.67769 13.89766 15.55596  -0.81
77 S 20.70237 13.49429 14.52758  1.31
78 O 21.25242 14.47477 13.53955  -0.63
79 O 21.93291 12.71922 15.26968  -0.20
80 C 21.62323 11.83295 16.29293  -0.19
81 C 22.71853 11.98442 17.36788  -1.41
82 C 19.99730 12.13234 13.54887  -0.33
83 H 21.54583 10.81922 15.89990  0.33
84 H 20.72567 12.13409 16.83309  0.35
85 H 22.53817 12.96338 17.81195  0.32
86 H 23.68268 11.94599 16.86088  0.32
87 H 22.65695 11.20442 18.12678  0.40
88 H 19.82983 11.28875 14.21850  0.93
89 H 20.54949 11.76869 12.68229  0.50
90 H 18.99872 12.44557 13.24420  -0.44
91 O 20.25405 7.67056 7.72461  -0.82
92 S 19.80558 8.15017 9.02697  1.38
93 O 18.47393 7.89802 9.53378  -0.70
94 O 20.90050 7.75341 10.22428  -0.41
95 C 22.24393 7.92232 9.94369  0.42
96 C 23.09458 7.19413 10.99676  -1.50
97 C 19.94059 9.99101 8.98114  0.10
98 H 22.49674 8.98224 9.97175  -0.01
99 H 22.39524 7.50932 8.94638  0.52
100 H 22.99903 6.10899 10.95873  0.41
101 H 22.77406 7.59653 11.95771  0.27
102 H 24.15589 7.30468 10.77428  0.37
103 H 19.84578 10.35753 10.00328  -0.43
104 H 19.05418 10.32398 8.44124  -1.62
105 H 20.92014 10.25810 8.58462  1.13

Cartesian forces, eV/Å:
-5.932 1.278 1.287
-5.397 0.726 -0.542
0.670 -5.082 11.426
-12.371 8.639 9.887
-3.514 3.560 7.691
-7.365 -3.748 -3.675
-4.669 -0.988 -2.646
2.371 -0.273 2.372
-6.301 -8.752 -11.830
-1.722 -0.212 0.416
-1.800 2.071 3.749
-0.172 1.262 -1.376
-0.069 0.194 -0.206
-0.433 -0.247 -0.895
-1.829 0.591 -0.658
-0.513 -0.475 -0.500
-1.449 0.148 1.532
-1.486 0.053 0.721
-2.421 -3.139 2.146
-2.241 1.540 -1.379
-1.327 0.705 0.484
0.062 0.303 0.144
-0.931 -0.245 0.106
-0.411 6.283 3.343
1.362 2.665 0.376
0.470 -1.822 -0.969
-0.838 4.028 5.949
-0.783 2.112 -0.536
4.325 5.648 8.417
-0.013 0.274 -0.206
4.258 1.574 2.674
0.886 4.504 3.527
0.455 0.202 -2.727
-0.832 -2.144 0.775
1.470 -0.589 -0.015
-0.660 0.551 -1.129
5.061 -1.591 1.294
-0.659 0.205 -0.494
0.128 0.271 0.690
0.172 -0.023 0.105
-0.303 0.173 0.074
0.162 -0.405 0.066
4.484 0.485 1.410
2.080 -1.708 1.618
0.020 -0.299 -0.163
-0.747 4.726 -8.335
-0.502 1.969 -6.811
-2.228 -0.260 -13.054
1.720 -0.253 1.011
-0.675 -0.911 -1.329
0.273 0.612 -0.061
1.148 -0.250 -6.718
0.588 0.131 -0.498
1.051 -1.336 -0.733
-0.440 0.013 0.226
0.018 0.107 0.308
0.355 0.001 0.371
-1.612 -1.105 -1.399
1.666 2.527 -3.395
0.148 -0.538 -0.537
-2.768 -2.883 -1.592
0.796 0.382 1.238
2.555 -0.154 0.912
-0.452 6.627 3.692
1.242 0.443 -0.462
1.854 -0.215 0.232
-1.410 0.842 -3.438
-1.653 2.418 -1.273
0.141 0.045 0.069
-0.199 -0.175 -0.214
0.434 0.926 -0.229
0.480 0.398 0.396
-0.372 2.747 -2.017
0.101 0.249 -0.899
-0.849 -0.483 -1.429
5.497 -4.014 -0.873
0.094 -0.305 -1.109
-0.267 -3.009 4.172
-0.123 2.118 -1.512
0.164 -0.764 2.326
-0.328 -0.068 -0.920
2.817 0.824 3.064
-0.046 -0.008 -0.029
-0.466 -0.202 -0.560
0.419 -0.048 0.164
0.142 0.069 0.303
-0.049 0.034 -0.056
0.053 0.279 0.315
0.494 0.314 1.385
6.085 -0.385 4.798
-0.406 -0.787 1.425
1.371 3.933 -0.573
5.189 -3.760 -0.501
-2.875 -0.648 0.104
2.291 -0.907 -0.532
-0.545 -0.237 -0.710
6.781 -13.710 -6.859
0.242 -1.637 -0.353
0.492 0.073 -0.150
-0.619 -0.071 0.175
0.508 -0.199 0.215
0.063 0.704 0.254
9.460 -5.128 -0.395
2.541 -4.773 0.522
-1.643 -2.592 -0.458